Computed, not measured: 3 unconnected molecules or ions with the total composition C15H36N2O, with ωB97M-V/def2-TZVPD.

Last column: natural (NBO) charge in e.
CARTESIAN COORDINATES (ANGSTROEM)
C 0.517 -1.314 -2.054  -0.634
C 1.570 -2.406 -2.276  -0.294
N 2.649 -2.333 -1.285  0.087
C 3.371 -3.532 -1.483  -0.296
C 2.794 -4.658 -0.666  -0.634
C 3.518 -1.071 -1.290  -0.274
C 4.492 -0.938 -0.054  -0.637
H -0.026 -1.591 -1.150  0.227
H -0.161 -1.177 -2.896  0.254
H 0.895 -0.302 -1.903  0.231
H 1.201 -3.431 -2.326  0.244
H 1.842 -2.214 -3.314  0.277
H 3.637 -3.756 -2.516  0.266
H 4.358 -3.299 -1.084  0.225
H 3.499 -5.484 -0.572  0.258
H 2.487 -4.441 0.357  0.245
H 1.953 -5.121 -1.183  0.223
H 2.924 -0.160 -1.217  0.244
H 4.072 -0.933 -2.219  0.263
H 4.213 -1.482 0.848  0.244
H 4.595 0.128 0.147  0.251
H 5.452 -1.419 -0.244  0.227
C -4.637 2.513 1.481  -0.623
C -3.448 3.276 0.955  -0.220
N -2.437 2.427 0.210  -0.447
C -3.022 1.626 -0.849  -0.241
C -2.034 0.623 -1.483  -0.621
C -1.431 3.365 -0.321  -0.217
C -0.397 3.972 0.667  -0.620
H -5.095 3.173 2.218  0.223
H -4.351 1.577 1.963  0.209
H -5.430 2.278 0.772  0.208
H -3.786 4.149 0.397  0.177
H -2.896 3.602 1.836  0.198
H -3.868 0.973 -0.633  0.213
H -3.488 2.147 -1.686  0.171
H -1.582 1.007 -2.397  0.196
H -1.173 0.402 -0.852  0.197
H -2.499 -0.311 -1.795  0.212
H -1.951 4.163 -0.849  0.174
H -0.858 2.784 -1.044  0.184
H -0.851 4.593 1.439  0.215
H 0.218 4.721 0.168  0.222
H 0.235 3.205 1.115  0.199
C 0.054 0.252 1.794  -0.739
C -0.050 -0.581 3.006  0.576
O 0.853 -0.558 3.875  -0.550
C -1.313 -1.381 3.352  -0.719
H 0.019 -0.402 0.922  0.209
H 0.949 0.865 1.895  0.238
H -0.679 1.057 1.831  0.274
H -1.474 -1.316 4.428  0.252
H -1.296 -2.435 3.074  0.236
H -2.133 -0.831 2.892  0.218

Values from the calculation:
- Charge: +1
- Max |F|: 5.44 eV/A
- LUMO energy (spin up / spin down): -0.0903 / -0.2816 hartree
- Spin multiplicity: 2

---

Computed, not measured: a molecular structure, C3H5FIN, with ωB97M-V/def2-TZVPD.

Last column: natural (NBO) charge in e.
CARTESIAN COORDINATES (ANGSTROEM)
C 0.538 2.241 -0.080  -0.644
C 1.125 1.149 0.288  0.532
C -0.348 -1.925 -0.084  -0.499
N -0.753 -0.774 0.706  -0.514
F 2.267 0.531 0.389  -0.298
I -2.400 0.110 0.035  0.324
H 1.037 3.154 -0.300  0.223
H -0.626 2.223 -0.027  0.246
H 0.767 -2.262 0.130  0.223
H -0.921 -2.773 0.108  0.213
H -0.685 -1.673 -1.166  0.194

Values from the calculation:
- Max |F|: 2.99 eV/A
- LUMO energy (spin up / spin down): -0.0250 / -0.0002 hartree
- Energy above the lowest of the compared OMol25 structures with the same formula, charge and spin: 119.4 kcal per mole

---

Computed, not measured: C4H7NO2 in the gas phase, with ωB97M-V/def2-TZVPD.

Last column: natural (NBO) charge in e.
CARTESIAN COORDINATES (ANGSTROEM)
O 0.482 2.193 0.011  -0.546
C 0.556 0.989 -0.059  0.581
C 0.820 0.205 -1.307  -0.337
N -0.761 -0.063 -1.259  -0.620
C -0.899 -0.822 0.005  -0.247
C -0.079 0.057 0.966  -0.020
O -0.826 0.833 1.848  -0.705
H 1.368 0.869 -2.014  0.241
H 1.505 -0.657 -1.115  0.193
H -1.334 -0.500 -1.987  0.390
H -0.482 -1.838 -0.094  0.168
H -1.923 -0.924 0.399  0.227
H 0.676 -0.544 1.491  0.185
H -0.774 1.730 1.468  0.489

Values from the calculation:
- Max |F|: 1.60 eV/A
- SMILES: O=C1CNC[C@@H]1O
- LUMO energy: 0.0298 hartree
- Energy above the lowest of the compared OMol25 structures with the same formula, charge and spin: 57.2 kcal per mole

---

Computed, not measured: 15 unconnected molecules or ions with the total composition H30O15, with ωB97M-V/def2-TZVPD.

Last column: natural (NBO) charge in e.
CARTESIAN COORDINATES (ANGSTROEM)
O -5.835 -18.432 13.494  -0.938
H -5.844 -17.497 13.530  0.473
H -4.891 -18.578 13.508  0.481
O -7.018 -22.397 17.184  -0.964
H -7.440 -22.383 18.080  0.492
H -6.801 -21.455 17.069  0.519
O -5.627 -19.778 16.351  -0.960
H -5.243 -19.344 17.118  0.469
H -4.889 -20.078 15.846  0.479
O -4.157 -22.564 12.520  -0.944
H -3.647 -22.296 13.289  0.478
H -3.656 -22.067 11.866  0.500
O -4.256 -23.003 15.914  -0.951
H -4.823 -23.348 15.241  0.483
H -4.779 -23.309 16.585  0.485
O -8.902 -19.163 14.654  -1.016
H -8.522 -18.816 13.821  0.488
H -9.727 -19.640 14.476  0.501
O -6.634 -21.536 13.573  -1.003
H -6.468 -20.729 14.097  0.496
H -7.202 -21.983 14.204  0.492
O -8.734 -21.420 11.818  -1.002
H -8.824 -22.328 11.999  0.484
H -7.965 -21.104 12.293  0.495
O -3.486 -20.566 14.693  -0.961
H -3.702 -21.474 14.937  0.494
H -2.970 -20.299 15.449  0.474
O -5.711 -24.619 12.990  -1.013
H -5.637 -25.250 12.275  0.479
H -5.354 -23.717 12.743  0.515
O -8.472 -24.103 12.105  -0.962
H -7.700 -24.304 12.599  0.491
H -8.308 -24.606 11.281  0.476
O -8.476 -22.757 15.178  -0.980
H -7.986 -22.572 15.982  0.494
H -8.406 -23.699 15.068  0.477
O -8.156 -18.695 11.914  -0.982
H -8.185 -19.308 11.212  0.491
H -7.243 -18.545 12.236  0.490
O -10.657 -21.204 14.430  -0.974
H -9.971 -21.894 14.521  0.502
H -11.349 -21.626 13.899  0.471
O -6.133 -21.791 10.842  -0.989
H -5.932 -22.059 11.727  0.484
H -7.064 -21.878 10.725  0.484

Values from the calculation:
- Max |F|: 4.29 eV/A
- LUMO energy: -0.0065 hartree
- Energy above the lowest of the compared OMol25 structures with the same formula, charge and spin: 31.7 kcal per mole

---

Computed, not measured: 9 unconnected molecules or ions with the total composition C30H81N3O12, with ωB97M-V/def2-TZVPD.

Last column: Löwdin charge in e.
CARTESIAN COORDINATES (ANGSTROEM)
C -5.939 3.288 -3.214  -0.098
O -4.619 2.736 -3.162  -0.247
C -3.961 2.794 -4.418  -0.212
C -2.435 2.476 -4.310  -0.139
N -1.567 3.648 -3.867  -0.073
C -2.003 4.440 -2.718  -0.195
C -1.151 3.963 -1.512  -0.188
O -1.544 4.855 -0.442  -0.230
C -0.497 5.644 0.109  -0.115
H -6.460 3.307 -2.212  0.102
H -6.541 2.532 -3.749  0.085
H -5.962 4.269 -3.709  0.087
H -4.128 3.814 -4.823  0.124
H -4.408 2.031 -5.060  0.116
H -1.944 2.082 -5.212  0.121
H -2.214 1.777 -3.503  0.079
H -1.486 4.247 -4.674  0.089
H -3.085 4.271 -2.519  0.115
H -1.674 5.472 -2.860  0.121
H -0.074 4.126 -1.829  0.129
H -1.393 2.893 -1.331  0.106
H -0.018 6.277 -0.709  0.099
H 0.381 5.049 0.499  0.086
H -0.809 6.307 0.888  0.072
C -2.120 2.727 1.868  -0.092
O -2.253 1.563 1.077  -0.212
C -3.467 1.528 0.292  -0.177
C -3.366 0.402 -0.731  -0.197
N -3.471 -0.859 -0.056  -0.054
C -3.773 -1.846 -1.050  -0.226
C -3.934 -3.253 -0.578  -0.164
O -2.664 -3.834 -0.030  -0.236
C -2.732 -5.212 0.240  -0.132
H -2.518 2.563 2.829  0.067
H -2.488 3.605 1.269  0.094
H -1.081 2.965 2.001  0.079
H -3.659 2.451 -0.108  0.079
H -4.325 1.287 0.903  0.120
H -2.445 0.539 -1.265  0.103
H -4.194 0.480 -1.453  0.122
H -2.664 -1.078 0.445  0.092
H -3.106 -1.810 -1.886  0.108
H -4.864 -1.567 -1.305  0.158
H -4.140 -3.917 -1.452  0.126
H -4.710 -3.401 0.194  0.123
H -1.715 -5.557 0.486  0.067
H -3.023 -5.813 -0.694  0.109
H -3.329 -5.396 1.147  0.092
C 0.448 0.738 -2.807  -0.095
O 1.493 1.054 -3.720  -0.200
C 2.669 1.538 -3.058  -0.201
C 3.385 0.370 -2.432  -0.214
N 3.313 -0.818 -3.303  -0.049
C 3.538 -2.061 -2.600  -0.196
C 2.351 -2.553 -1.755  -0.214
O 1.146 -2.495 -2.467  -0.171
C -0.031 -2.928 -1.854  -0.117
H -0.307 0.171 -3.465  0.120
H -0.016 1.692 -2.485  0.063
H 0.665 0.154 -1.944  0.060
H 2.451 2.396 -2.283  0.137
H 3.179 1.975 -3.871  0.104
H 2.888 0.242 -1.449  0.086
H 4.515 0.588 -2.297  0.143
H 2.433 -0.850 -3.811  0.102
H 4.485 -1.953 -2.014  0.123
H 3.797 -2.749 -3.364  0.099
H 2.267 -1.813 -0.878  0.119
H 2.561 -3.538 -1.372  0.095
H -0.845 -3.134 -2.555  0.094
H -0.465 -2.340 -1.086  0.059
H 0.104 -3.887 -1.337  0.070
C -3.085 -0.620 4.120  -0.065
C -4.460 -1.276 3.724  -0.324
O -4.386 -2.102 2.588  -0.097
H -2.405 -1.403 4.475  0.070
H -3.244 0.084 4.952  0.068
H -2.793 -0.033 3.207  0.063
H -5.098 -0.442 3.581  0.087
H -4.846 -1.854 4.521  0.091
H -4.246 -1.490 1.819  0.059
C 2.702 -0.064 6.395  -0.093
C 2.937 -1.400 5.773  -0.344
O 2.522 -1.453 4.421  -0.107
H 2.822 -0.139 7.457  0.065
H 1.709 0.303 6.156  0.076
H 3.432 0.629 5.970  0.078
H 2.277 -2.201 6.234  0.126
H 3.947 -1.779 5.937  0.112
H 3.287 -1.305 3.828  0.049
C 1.315 -4.137 1.389  -0.075
C 1.372 -5.626 1.846  -0.266
O 1.898 -6.598 0.889  -0.098
H 2.185 -3.787 0.861  0.025
H 1.180 -3.528 2.264  0.064
H 0.420 -3.969 0.732  0.063
H 0.433 -5.977 2.259  0.096
H 2.150 -5.648 2.678  0.123
H 1.488 -6.367 0.041  0.069
C 3.692 5.051 0.659  -0.066
C 3.602 3.978 -0.421  -0.279
O 4.094 2.694 0.068  -0.087
H 4.624 5.543 0.773  0.062
H 3.248 4.668 1.556  0.076
H 3.001 5.805 0.278  0.070
H 4.156 4.263 -1.337  0.129
H 2.547 3.874 -0.652  0.078
H 4.560 2.386 -0.685  0.049
C 5.155 -3.830 0.753  -0.083
C 5.396 -2.425 1.260  -0.287
O 4.467 -2.189 2.335  -0.130
H 6.031 -4.174 0.133  0.099
H 4.242 -3.852 0.139  0.044
H 4.939 -4.517 1.555  0.075
H 5.342 -1.606 0.488  0.112
H 6.387 -2.305 1.722  0.112
H 3.579 -2.638 2.224  0.085
C 0.343 -0.172 1.391  -0.066
C 1.779 0.298 1.280  -0.270
O 1.704 1.706 0.944  -0.088
H -0.209 0.129 0.577  0.026
H -0.138 0.288 2.242  0.076
H 0.318 -1.234 1.520  0.060
H 2.240 -0.268 0.466  0.068
H 2.317 0.053 2.208  0.103
H 2.618 1.991 0.813  0.022

Values from the calculation:
- Max |F|: 3.26 eV/A
- SMILES: COCCNCCOC.COCCNCCOC.COCCNCCOC.CCO.CCO.CCO.CCO.CCO.CCO
- LUMO energy: 0.0246 hartree
- Energy above the lowest of the compared OMol25 structures with the same formula, charge and spin: 83.8 kcal per mole

---

Computed, not measured: a molecular structure, C5H15N3O2Sn, with ωB97M-V/def2-TZVPD.

Last column: natural (NBO) charge in e.
CARTESIAN COORDINATES (ANGSTROEM)
Sn 1.084 0.623 -0.779  1.785
C -1.929 -2.147 -2.617  -0.633
C -2.366 -1.442 -1.323  -0.098
C -1.747 -1.998 0.001  -0.077
O -0.382 -1.836 -0.024  -0.517
C 0.364 -2.707 0.813  -0.311
N -2.108 0.033 -1.505  -0.494
H -2.431 -1.672 -3.460  0.255
H -2.271 -3.178 -2.535  0.284
H -0.849 -2.085 -2.755  0.225
H -3.452 -1.538 -1.339  0.347
H -1.909 -3.076 0.008  0.252
H -2.280 -1.594 0.861  0.248
H 0.449 -2.411 1.858  0.238
H 1.374 -2.782 0.411  0.218
H 0.031 -3.743 0.867  0.261
H -2.236 0.266 -2.479  0.423
H -2.797 0.634 -1.077  0.427
C 2.736 3.557 1.455  0.786
O 2.230 2.972 0.529  -0.768
N 2.781 3.112 2.688  -0.785
N 3.316 4.751 1.369  -0.759
H 2.325 2.282 3.037  0.407
H 3.501 3.478 3.295  0.427
H 3.038 5.201 0.509  0.421
H 3.528 5.299 2.191  0.435

Values from the calculation:
- Charge: +3
- Max |F|: 6.35 eV/A
- LUMO energy (spin up / spin down): -0.5299 / -0.6073 hartree
- Energy above the lowest of the compared OMol25 structures with the same formula, charge and spin: 0.0 kcal per mole
- Spin multiplicity: 2